An isolated ion of composition CH4N3O and charge +1. Source: the Open Molecules 2025 dataset; level of theory: the ωB97M-V functional and the def2-TZVPD basis.

Structure (XYZ):
```
9
CH4N3O | the Open Molecules 2025 dataset | the ωB97M-V functional and the def2-TZVPD basis
N -1.19728 0.97748 -0.26035
C -0.08083 0.56584 0.32119
N 0.41342 -0.60967 0.00277
N 1.58439 -0.78273 0.53365
O 1.98535 -2.21653 0.00673
H -1.42561 1.95333 -0.11326
H -1.73262 0.33799 -0.91930
H 0.41419 1.20608 1.05273
H 0.03898 -1.43180 -0.62416
```

- Net charge: +1
- Relative energy (zero: lowest compared OMol25 entry of this formula, charge and spin): 139.4 kcal/mol
- Energy: -279.55080 hartree
- 2S+1: 1
- Frontier orbital gap (alpha / beta): 9.862 / 8.754 eV
- HOMO (alpha / beta): -16.5 / -15.3 eV
- E_LUMO (alpha / beta): -6.636 / -6.552 eV
- Structure (SMILES): N/C=[NH+]/N=O